No. 1
Density functional theory data (the ωB97M-V functional and the def2-TZVPD basis) for a 2-piece molecular cluster, C4H13NO2 overall.

```
20
Properties=species:S:1:pos:R:3:forces:R:3
O 1.460443 -1.648186 1.593153 0.092 0.192 -0.254
O -0.690829 1.997347 1.533320 0.816 -0.094 -0.865
N 0.329705 -0.868752 -0.799289 -0.616 -1.339 0.271
C 0.429276 0.456318 -0.267205 -1.579 3.383 0.414
C -0.033449 1.628014 -1.163193 0.950 -0.191 -0.767
C -0.433613 0.678742 1.010964 -0.524 -1.723 2.822
C -1.012938 -1.581796 -0.797431 1.607 1.073 -0.395
H 2.114694 -2.330882 1.419583 -0.017 0.005 0.012
H 0.098107 0.116656 1.797460 -0.084 0.249 -0.069
H 0.550063 1.750318 -2.093050 -0.246 -0.465 0.131
H 0.091653 2.267760 2.021368 0.019 0.142 0.017
H -1.446388 0.240908 1.148880 0.506 -0.069 -1.427
H -1.314112 -1.942094 0.180374 0.227 0.135 0.181
H -1.098093 1.518290 -1.403975 0.217 0.324 0.077
H 0.194009 2.544752 -0.613323 -0.610 -0.037 -0.048
H 1.439808 0.725066 0.108906 -0.132 -0.639 -0.582
H -1.749225 -0.880346 -1.187196 -0.423 -0.425 -0.164
H 1.205734 -1.305602 0.696342 0.229 -0.853 0.446
H 0.689035 -0.922981 -1.745893 0.097 0.218 0.240
H -0.823872 -2.443528 -1.439800 -0.529 0.113 -0.039
```
Positions in Å, forces in eV/Å.

Its energy above the lowest of the compared OMol25 structures with the same formula, charge and spin is 145.7 kJ/mol. The largest force on an atom comes out at 3.8 eV/Å. The spin multiplicity is 1. The total charge is 0. For the total energy, the calculation gives -9942.6868 eV. Its SMILES is CN[C@@H](C)CO.O.

=====

No. 2
Density functional theory data (the ωB97M-V functional and the def2-TZVPD basis) for an isolated ion of composition C4H3O2 and charge -1.

```
9
Properties=species:S:1:pos:R:3:forces:R:3
O 2.986523 -0.196586 0.748860 -0.661 -0.138 -0.372
O 2.089956 -0.279975 2.797317 -0.071 -0.179 1.889
C 2.079909 -0.255406 1.589804 -2.189 0.414 -1.957
C 0.222953 0.708114 -0.298043 0.025 0.949 0.323
C 0.040984 -0.533827 -0.461769 -0.327 1.374 1.362
C 0.336598 -0.166799 0.921210 3.396 1.052 0.954
H 0.163128 -1.247928 -1.124520 0.062 -3.524 -2.976
H 0.322118 1.691614 -0.651283 0.307 0.796 -0.494
H -0.465477 0.095978 1.567903 -0.541 -0.743 1.271
```
Positions in Å, forces in eV/Å.

Its energy above the lowest of the compared OMol25 structures with the same formula, charge and spin is 160.1 kJ/mol. The largest force on an atom comes out at 4.6 eV/Å. The spin multiplicity is 1. The total charge is -1. For the total energy, the calculation gives -8289.1761 eV. Its SMILES is O=C([O-])C1C=C1.

=====

No. 3
Density functional theory data (the ωB97M-V functional and the def2-TZVPD basis) for C42H50Cl2IrOP4 as an isolated structure.

```
100
Properties=species:S:1:pos:R:3:forces:R:3
Ir 0.399523 -0.802350 1.620109 -1.025 -0.949 -1.122
Cl 0.331390 -2.294339 3.430385 -0.491 -0.158 0.472
Cl -2.091896 -0.051648 2.838638 0.866 2.187 -1.428
P 1.756273 0.525741 2.837935 1.559 1.818 1.923
P -3.172083 -1.597286 3.746746 -0.465 -1.796 2.799
P -0.423444 2.662481 -2.988425 -0.161 0.504 -0.709
P 3.283115 -3.239555 -1.082665 -0.559 1.084 0.241
O 1.338523 -0.968427 -2.345547 0.279 0.418 0.520
C 1.880402 -0.656908 -1.044775 0.319 -0.230 -1.270
C -2.884256 -3.139823 2.934636 -0.266 -1.048 -0.429
C -1.958194 4.877091 -2.344090 0.423 0.101 -0.262
C 0.032036 5.449342 -3.601449 -0.276 0.018 0.124
C 1.279202 2.660594 -3.681491 0.472 -0.047 0.097
C -2.491992 -3.183731 1.578881 0.025 0.012 0.573
C -2.057570 -1.418826 8.201802 0.058 0.303 0.625
C -2.710436 -1.548502 5.477433 -1.149 -0.670 -1.916
C 3.646117 2.964263 -3.198720 0.105 -0.051 -0.001
C 3.859408 -4.337464 0.210882 0.104 -0.120 0.095
C -2.570531 2.577688 -6.564971 0.015 -0.117 0.123
C 2.228023 -1.964822 -0.335623 -0.362 -0.226 0.218
C -1.992644 -2.596923 6.087835 1.152 -0.673 1.272
C -3.241415 -4.342925 3.586520 0.163 0.181 -0.260
C 1.590041 2.550114 -5.045418 0.252 0.004 0.151
C -2.688538 1.203960 -6.786301 0.180 0.066 0.266
C -1.553364 7.182758 -2.979448 0.058 -0.336 0.017
C 1.337831 0.553072 4.617177 0.113 0.033 0.002
C -0.365373 6.791941 -3.600566 -0.083 -0.072 0.119
C -0.266656 0.536800 0.115374 0.173 0.591 -0.503
C -1.527992 0.783472 -4.696743 -0.103 0.553 -0.293
C 1.613958 -2.208987 0.846141 0.661 -1.093 -0.837
C -1.375996 2.170345 -4.486007 -0.308 -0.460 -0.130
C -1.665794 -2.523179 7.441548 -0.050 -0.521 -1.409
C -3.116361 -0.441964 6.253387 -0.017 0.959 1.212
C -4.861529 -1.080808 3.448555 -0.182 0.232 -0.040
C -3.203310 -5.551687 2.892165 0.050 -0.068 0.106
C 1.739809 2.272314 2.336362 0.099 0.007 -0.031
C 2.309864 -4.129338 -2.291453 0.052 -0.165 -0.186
C -2.784440 -0.380521 7.607686 -0.357 0.213 -1.078
C 0.872005 0.082192 -0.237571 -1.078 -1.104 1.282
C -2.434872 -4.399204 0.908405 -0.066 -0.244 -0.029
C -2.167107 0.311063 -5.842522 -0.002 -0.002 -0.055
C -0.769380 4.472954 -2.988516 -0.199 0.408 0.360
C 2.328968 2.850576 -2.758332 -0.077 -0.142 -0.466
C 4.667027 -2.410734 -1.861938 0.164 -0.169 -0.088
C 3.948010 2.870922 -4.562207 -0.219 -0.036 0.081
C -2.809106 -5.584193 1.550492 0.019 0.303 0.253
C -2.345694 6.215626 -2.348840 0.033 0.073 -0.038
C 3.499414 0.015944 2.749184 0.102 0.073 0.039
C 2.916168 2.657674 -5.479731 0.038 -0.049 0.172
C -1.926756 3.062975 -5.420482 0.038 -0.331 -0.034
H 1.544573 -0.434184 5.049111 -0.063 0.304 -0.108
H -2.798505 -6.530373 1.013802 0.031 0.208 0.092
H -1.861399 4.140200 -5.271389 0.062 -0.267 0.018
H -2.102759 -4.428484 -0.131157 -0.168 0.037 0.283
H -3.486588 -6.475386 3.412333 0.119 0.430 -0.298
H 1.675511 -3.405143 -2.818901 0.204 -0.199 0.069
H 0.805166 2.382435 -5.782097 0.123 0.086 0.221
H -1.121466 1.171157 -0.094345 0.244 -0.169 -0.078
H 1.947174 2.349093 1.263104 -0.049 0.063 0.207
H -5.022401 -1.017872 2.363546 0.043 0.086 0.280
H 2.984830 -4.637267 -2.992661 -0.248 0.041 0.101
H -1.671646 -3.458319 5.502734 -0.070 0.277 0.195
H 3.603092 -0.982462 3.190127 -0.014 0.203 -0.071
H 0.268048 0.770569 4.733078 0.248 -0.058 -0.033
H 1.682724 -4.867478 -1.775836 0.119 0.177 -0.145
H 1.929808 1.324373 5.129171 -0.130 -0.182 -0.130
H 4.371382 -3.760965 0.994525 -0.124 -0.177 -0.263
H 3.810215 -0.023184 1.698391 -0.026 0.027 0.204
H 0.749191 2.694280 2.544976 0.217 -0.059 -0.078
H -3.543746 -4.325510 4.637645 -0.009 -0.032 -0.424
H -1.142446 0.079035 -3.956474 -0.091 0.110 -0.161
H -3.691264 0.362299 5.792833 0.149 -0.164 0.209
H 5.279334 -3.169727 -2.366760 -0.031 0.303 0.043
H -2.261798 -0.763428 -6.002553 -0.007 0.270 0.036
H -5.545494 -1.828042 3.872245 0.178 0.223 -0.085
H 2.795180 -0.060334 -1.163190 -0.094 0.178 -0.017
H -3.094159 0.475571 8.201327 0.023 -0.159 -0.121
H 0.968691 5.179657 -4.088592 -0.239 -0.003 0.096
H 0.262695 7.538888 -4.087252 -0.156 -0.215 0.124
H 4.126109 0.736139 3.291261 -0.073 -0.210 -0.099
H -1.104908 -3.334013 7.900939 -0.145 0.149 -0.090
H 4.445448 3.129483 -2.472658 -0.212 -0.019 -0.237
H 4.295976 -1.680043 -2.592287 0.088 -0.210 0.118
H -1.794275 -1.362399 9.256767 -0.093 -0.019 -0.255
H 3.143461 2.574277 -6.543864 -0.078 0.040 0.309
H 3.009480 -4.875501 0.652372 0.286 0.095 -0.158
H -1.860179 8.231303 -2.978804 0.113 -0.372 -0.009
H 1.080270 -0.131146 -2.780259 0.224 -0.302 0.099
H 4.560285 -5.058779 -0.233527 -0.195 0.142 0.161
H -3.186925 0.828089 -7.682736 0.165 0.133 0.319
H 4.982299 2.960794 -4.903091 -0.368 -0.014 0.109
H -5.032851 -0.103503 3.913192 -0.087 -0.172 -0.184
H -2.985121 3.282287 -7.287207 0.115 -0.190 0.213
H 1.765500 -3.168361 1.370591 0.047 0.541 -0.249
H -2.198135 -2.266652 1.069809 -0.150 -0.166 0.037
H -2.579862 4.129461 -1.848465 0.096 0.187 -0.115
H 2.505377 2.820683 2.900878 -0.210 -0.062 -0.133
H -3.272174 6.511361 -1.855005 0.248 -0.080 -0.134
H 5.266320 -1.900552 -1.096494 -0.122 -0.132 -0.203
H 2.099586 2.929913 -1.693602 0.031 0.052 -0.192
```
Positions in Å, forces in eV/Å.

The largest force on an atom comes out at 3.4 eV/Å. The spin multiplicity is 6. The total charge is +2. For the total energy, the calculation gives -111432.1140 eV.